(1)
The following is a DFT calculation (wB97M-V/def2-TZVPD) of C29H30GdIN10O2S4Sb as an isolated structure in a non-equilibrium geometry.

Cartesian coordinates (Å):
1 Gd 12.18311 10.99586 11.36112
2 C 8.92013 7.01835 10.48899
3 C 9.82892 5.93056 10.22768
4 C 11.10876 6.02238 10.75347
5 C 11.54115 7.26342 11.33577
6 N 10.83607 8.42004 11.09589
7 C 9.48966 8.23403 10.81985
8 N 12.77103 7.17451 11.97174
9 C 13.21530 8.05051 12.83801
10 N 12.92188 9.37208 12.89979
11 C 13.78517 10.08769 13.61231
12 N 13.61411 11.45043 13.47915
13 C 14.28223 12.32640 14.24779
14 C 14.61327 13.61284 13.68364
15 C 15.51724 14.39906 14.38901
16 C 15.61855 14.18922 15.75348
17 C 15.10270 13.03621 16.27626
18 N 14.60161 12.01440 15.51873
19 C 14.82772 9.16807 14.19490
20 C 15.97492 9.29866 14.97213
21 C 16.47992 8.17290 15.61545
22 C 15.93257 6.89296 15.29136
23 C 14.92220 6.75298 14.32990
24 C 14.37705 7.88799 13.75200
25 H 7.84941 6.88528 10.33056
26 H 9.53904 5.02623 9.71123
27 H 11.93506 5.28164 10.59613
28 H 8.85429 9.15668 10.81689
29 H 14.37201 13.81954 12.64282
30 H 16.01056 15.20020 13.85415
31 H 16.10814 14.90611 16.33512
32 H 15.07606 12.89745 17.38328
33 H 16.36497 10.33542 15.12972
34 H 17.26828 8.34803 16.35518
35 H 16.11558 5.96729 15.87072
36 H 14.39442 5.78686 14.15256
37 S 12.58043 11.62534 6.74267
38 Sb 14.28914 12.18379 8.35586
39 S 14.69164 9.85251 10.19312
40 S 13.16140 13.32129 10.13266
41 S 16.03496 14.35467 7.19588
42 N 10.73620 11.08642 9.26000
43 C 9.48264 11.78686 9.58766
44 C 9.25991 13.15787 8.82956
45 C 7.85425 13.28548 8.09370
46 C 6.92538 14.50187 8.42606
47 N 6.62745 14.49812 9.90128
48 C 5.41130 14.51270 10.44255
49 N 4.42840 15.19107 9.84050
50 N 5.14433 13.81412 11.62241
51 C 9.21208 11.92938 11.14607
52 O 8.27247 12.67096 11.48681
53 O 10.05552 11.32530 11.97108
54 H 11.30246 11.57256 8.56405
55 H 10.62272 10.14370 8.83301
56 H 8.71270 11.12410 9.20970
57 H 10.06647 13.28726 8.05322
58 H 9.38492 14.14256 9.45123
59 H 7.20154 12.45297 8.35872
60 H 8.01090 13.25355 7.04441
61 H 6.00676 14.42937 7.87688
62 H 7.34541 15.51983 8.21724
63 H 7.30658 13.95519 10.45988
64 H 4.74086 15.90299 9.17554
65 H 3.55304 15.38410 10.31497
66 H 6.01434 13.42303 12.02164
67 H 4.29739 14.05272 12.12565
68 I 17.55220 13.10240 6.09128
69 C 14.11211 8.71781 9.08724
70 C 15.25432 7.80173 9.01774
71 C 15.38953 7.17372 7.82695
72 C 14.27795 7.29175 6.93105
73 C 13.09413 7.96178 7.27275
74 N 12.93738 8.56030 8.46129
75 H 15.96898 7.78508 9.89195
76 H 16.33507 6.71483 7.63758
77 H 14.27080 6.67422 6.03061
78 H 12.26255 7.99240 6.54946

expectation value of S²	15.929
LUMO energy (alpha / beta)	0.54 / 0.54	eV
net charge	-1
gap between HOMO and LUMO (alpha / beta)	3.5 / 3.5	eV
energy above the lowest of the compared OMol25 structures with the same formula, charge and spin	418.8	kJ/mol
HOMO energy (alpha / beta)	-0.1086 / -0.1095	hartree
2S+1	8


(2)
The following is a DFT calculation (wB97M-V/def2-TZVPD) of C20H14N7O4RhS3Se as an isolated structure in a non-equilibrium geometry.

Cartesian coordinates (Å):
1 Rh 0.80557 -0.04594 0.12601
2 C -2.76794 0.12268 -3.89474
3 S -3.13709 -1.27199 -2.82711
4 C -2.11734 -1.00013 -1.42509
5 S -1.17392 0.42373 -1.25755
6 N -2.26481 -1.93222 -0.50233
7 N -1.44952 -1.58408 0.52667
8 C -1.67580 -1.92482 1.71871
9 C -0.74589 -1.33511 2.69336
10 C -0.91600 -1.61329 4.04451
11 C -0.10761 -0.99357 4.98046
12 C 0.85270 -0.10521 4.53764
13 C 0.97949 0.11233 3.17539
14 N 0.21436 -0.48312 2.25829
15 H -3.34406 -0.06535 -4.80080
16 H -1.71287 0.17148 -4.15152
17 H -3.08295 1.06999 -3.46341
18 H -2.51135 -2.53272 2.06639
19 H -1.69491 -2.30102 4.34350
20 H -0.23487 -1.19742 6.03535
21 H 1.50618 0.42194 5.21706
22 H 1.73322 0.78374 2.79217
23 Se 5.15255 -3.41551 -5.09738
24 N 4.27367 -4.01543 -3.65478
25 C 3.63904 -3.00357 -3.14520
26 C 2.81521 -3.10862 -1.94088
27 C 2.64302 -4.27950 -1.21074
28 C 1.85340 -4.24717 -0.07747
29 C 1.24637 -3.05554 0.30075
30 N 1.39795 -1.93501 -0.39896
31 C 2.17322 -1.95644 -1.50087
32 C 2.31654 -0.68815 -2.19795
33 N 1.57919 0.30755 -1.68575
34 C 1.77544 1.61961 -2.07880
35 C 2.45916 1.77128 -3.37095
36 C 3.10730 0.73675 -3.94146
37 C 3.09446 -0.55736 -3.32564
38 C 3.77842 -1.72670 -3.83423
39 N 4.53039 -1.73734 -4.89943
40 H 3.13269 -5.18750 -1.53578
41 H 1.69882 -5.13140 0.52326
42 H 0.62184 -2.98690 1.17713
43 H 0.87994 2.22686 -1.96226
44 H 2.43219 2.73939 -3.85005
45 H 3.61406 0.86021 -4.88934
46 O 2.87847 3.04052 1.33086
47 S 2.31949 2.05769 0.48033
48 O 0.80115 1.95685 0.56166
49 O 2.68585 0.62229 0.75225
50 O 2.70092 2.35632 -0.96870

LUMO energy	-0.82	eV
net charge	0
gap between HOMO and LUMO	7.0	eV
energy above the lowest of the compared OMol25 structures with the same formula, charge and spin	127.8	kJ/mol
HOMO energy	-0.2866	hartree


(3)
The following is a DFT calculation (wB97M-V/def2-TZVPD) of a 8-piece molecular cluster, C31H66BrF3N11O10P2 overall in a non-equilibrium geometry.

Cartesian coordinates (Å):
1 N 1.29584 1.29846 4.56931
2 P 0.27420 2.15098 3.59200
3 N -0.59470 0.97099 2.60986
4 C 0.12377 0.51142 1.37142
5 N 1.03408 1.20228 0.61569
6 C 1.72620 0.70414 -0.64653
7 C 1.28020 1.56344 -2.01026
8 C -0.22157 1.19194 -2.55200
9 F -0.69405 -0.19606 -2.76892
10 C -1.11717 2.37366 -2.87746
11 F -1.31292 3.36136 -1.78883
12 F -1.71872 2.54641 -4.24004
13 N -0.28049 -0.89591 0.87846
14 C -1.77755 -0.85420 0.66571
15 C -2.48393 0.59661 0.96136
16 C -2.05160 1.29810 2.38392
17 C -2.87073 0.76376 3.69850
18 C -4.48115 0.56284 3.49434
19 O -5.03321 -0.52411 4.10226
20 O -5.39295 1.42464 2.72704
21 P -2.28472 3.22037 2.17137
22 O -2.84452 3.93466 3.68694
23 Br -3.94921 3.68000 0.68068
24 H 1.18068 0.27376 4.31312
25 H 1.10593 3.08722 2.88159
26 H -0.60527 2.87190 4.50452
27 H 1.30731 2.18935 0.90721
28 H 2.88020 0.97497 -0.49896
29 H 1.69166 -0.45311 -0.80133
30 H 2.06708 1.28866 -2.84685
31 H 1.44437 2.71574 -1.78431
32 H -0.14579 -1.50195 1.74257
33 H -2.03315 -1.12160 -0.46836
34 H -2.33290 -1.67695 1.31486
35 H -2.20232 1.38636 0.11117
36 H -3.65212 0.43058 0.83922
37 H -2.69210 1.49125 4.62741
38 H -2.40388 -0.27240 4.01724
39 H -5.72127 0.82047 1.97123
40 H -3.80571 4.23344 3.59329
41 C 1.99894 -3.55310 2.33823
42 O 1.06053 -2.80756 2.08549
43 N 3.30093 -3.15446 2.55310
44 C 4.35737 -4.10018 2.84766
45 C 3.62428 -1.74468 2.48241
46 H 1.86239 -4.64394 2.41498
47 H 4.78894 -3.85631 3.82276
48 H 5.12806 -4.02175 2.07545
49 H 3.97513 -5.12439 2.87050
50 H 3.02968 -1.20545 3.22603
51 H 3.36713 -1.37009 1.48704
52 H 4.68835 -1.58257 2.67358
53 C 3.92702 -1.15195 -2.75114
54 O 4.54352 -0.14279 -2.43200
55 N 4.48360 -2.39539 -2.96172
56 C 3.68473 -3.54310 -3.33828
57 C 5.91327 -2.56091 -2.80150
58 H 2.83508 -1.13622 -2.89912
59 H 3.79931 -4.31944 -2.57624
60 H 4.03892 -3.92001 -4.30207
61 H 2.62752 -3.27725 -3.42347
62 H 6.19062 -2.28878 -1.77862
63 H 6.42909 -1.89120 -3.49622
64 H 6.20686 -3.59506 -3.00008
65 C 1.64809 5.01953 -8.35782
66 O 2.61888 4.30623 -8.57935
67 N 0.60426 4.70880 -7.51275
68 C -0.51116 5.60836 -7.30332
69 C 0.62232 3.44227 -6.81091
70 H 1.53564 6.00399 -8.84017
71 H -0.56156 5.86853 -6.24205
72 H -1.43426 5.10290 -7.60134
73 H -0.39660 6.52277 -7.89184
74 H 1.52222 3.39198 -6.19049
75 H 0.65373 2.62999 -7.54333
76 H -0.26537 3.33688 -6.18163
77 C 1.77744 -2.81915 5.50825
78 O 2.91321 -2.73101 5.95833
79 N 0.63241 -2.99079 6.25639
80 C -0.67820 -3.08639 5.64779
81 C 0.74204 -3.07841 7.69769
82 H 1.58220 -2.76513 4.42500
83 H -1.30677 -2.27794 6.03228
84 H -1.12075 -4.05162 5.91025
85 H -0.61474 -3.00479 4.55924
86 H 1.20050 -2.15983 8.07623
87 H 1.38570 -3.92506 7.95478
88 H -0.24298 -3.21299 8.15234
89 C 7.47814 -1.94807 -6.59571
90 O 7.60356 -2.51364 -5.51648
91 N 7.17970 -0.61342 -6.76864
92 C 7.04771 -0.01756 -8.08194
93 C 6.99193 0.22113 -5.60018
94 H 7.60041 -2.49066 -7.54707
95 H 7.78421 0.78498 -8.18210
96 H 6.03973 0.39479 -8.18382
97 H 7.21405 -0.75755 -8.86958
98 H 7.90668 0.20418 -5.00000
99 H 6.17052 -0.18420 -5.00168
100 H 6.76229 1.24910 -5.89280
101 C -6.25827 3.90435 7.58217
102 O -5.14542 4.37291 7.37639
103 N -6.73497 2.71950 7.06336
104 C -8.06705 2.23174 7.35472
105 C -5.87709 1.93603 6.19894
106 H -6.98960 4.42012 8.22529
107 H -7.98788 1.25443 7.83965
108 H -8.62049 2.13197 6.41655
109 H -8.60275 2.91812 8.01618
110 H -4.96896 1.66770 6.74719
111 H -5.59852 2.54110 5.33088
112 H -6.38858 1.02874 5.86684
113 C -4.52907 -1.53567 -1.50775
114 O -3.75107 -2.18232 -0.81718
115 N -5.36958 -2.05797 -2.46744
116 C -6.26314 -1.22457 -3.24478
117 C -5.35993 -3.48607 -2.70713
118 H -4.61572 -0.44177 -1.40602
119 H -7.29256 -1.55094 -3.07068
120 H -6.01760 -1.33512 -4.30492
121 H -6.16759 -0.17264 -2.96206
122 H -5.62160 -4.00437 -1.77968
123 H -4.35267 -3.78959 -3.00800
124 H -6.07419 -3.75079 -3.49125

LUMO energy	-3.88	eV
net charge	+1
gap between HOMO and LUMO	6.8	eV
energy above the lowest of the compared OMol25 structures with the same formula, charge and spin	968.1	kJ/mol
HOMO energy	-0.3931	hartree


Q: Which formula does entry 2 have?
A: C20H14N7O4RhS3Se